Record 1
A cluster of 2 separate species, C10H10N2 in total at a distorted geometry, computed with the ωB97M-V functional and the def2-TZVPD basis.

Cartesian coordinates (Å):
C (3.94547, -0.08015, 0.43127)
C (2.98495, -1.11232, 0.64426)
C (1.73813, -1.02730, 0.11888)
N (1.33214, 0.16033, -0.47935)
C (2.26534, 1.09432, -0.78088)
C (3.65375, 0.98706, -0.42657)
H (5.07491, -0.15856, 0.52873)
H (3.43420, -2.11238, 0.91970)
H (1.02562, -1.81145, 0.12908)
H (1.90655, 1.96591, -1.29889)
H (4.22317, 1.74964, -0.69681)
C (-3.11364, 1.14291, 0.63652)
C (-1.83761, 0.76259, 0.74601)
C (-1.40793, -0.43399, 0.27375)
N (-2.18518, -1.16106, -0.50573)
C (-3.47383, -0.81781, -0.60276)
C (-4.00130, 0.38386, -0.10138)
H (-3.36988, 2.06767, 1.08363)
H (-1.24615, 1.33544, 1.56722)
H (-0.36373, -0.73457, 0.52201)
H (-4.12821, -1.39017, -1.27257)
H (-5.10520, 0.69857, -0.22131)

Properties
HOMO energy = -9.08 eV
LUMO energy = 0.66 eV
Relative energy (zero: lowest compared OMol25 entry of this formula, charge and spin) = 69.6 kcal per mole
Multiplicity = 1
SMILES string = c1ccncc1.c1ccncc1
Total energy = -496.48615 a.u.
Gap between HOMO and LUMO = 9.73 eV

Atom charges from the Mulliken analysis, given in e for atoms 1 to 6: number 1, C, carries -0.183; number 2, C, carries -0.492; number 3, C, carries -0.165; number 4, N, carries -0.332; number 5, C, carries -0.193; number 6, C, carries -0.559

Record 2
A structure of composition C10H10N4 at a distorted geometry, computed with the ωB97M-V functional and the def2-TZVPD basis.

Cartesian coordinates (Å):
C (-2.62009, 1.23047, 0.58471)
C (3.90201, -0.27669, 0.55863)
C (3.82061, 0.86116, -0.31305)
C (2.72555, -0.95577, 0.91205)
C (2.63956, 1.37708, -0.70593)
C (1.47544, -0.40554, 0.52121)
C (1.45883, 0.78332, -0.33282)
C (-2.80389, -0.06249, -1.38782)
C (-2.73066, -1.35531, 0.72680)
C (-2.35699, -0.04871, 0.02624)
N (-2.88373, 2.18866, 1.14490)
N (0.20877, -0.70743, 0.81169)
N (0.15749, 1.01534, -0.59104)
N (-0.41938, 0.09633, 0.04078)
H (4.82023, -0.48948, 0.81637)
H (4.75945, 1.44936, -0.71614)
H (2.65020, -1.87668, 1.60248)
H (2.42844, 2.31497, -1.35963)
H (-2.27298, -0.91005, -1.85923)
H (-3.98902, -0.13596, -1.39476)
H (-2.59382, 0.98536, -1.91995)
H (-2.72559, -2.11436, -0.01228)
H (-2.04123, -1.65537, 1.57414)
H (-3.60918, -1.30822, 1.27267)

Properties
HOMO energy = -8.67 eV
LUMO energy = -0.03 eV
Relative energy (zero: lowest compared OMol25 entry of this formula, charge and spin) = 107.3 kcal per mole
Multiplicity = 1
Total energy = -605.93957 a.u.
Gap between HOMO and LUMO = 8.63 eV

Atom charges from the Mulliken analysis, given in e for atoms 1 to 6: number 1, C, carries 0.046; number 2, C, carries -0.576; number 3, C, carries -0.291; number 4, C, carries -0.618; number 5, C, carries -0.598; number 6, C, carries 0.505

Record 3
The ion C10H10NO3S with charge -1 at a distorted geometry, computed with the ωB97M-V functional and the def2-TZVPD basis.

Cartesian coordinates (Å):
O (-0.18746, -0.78629, -4.35102)
C (0.19681, -0.97349, -3.24865)
S (1.71161, -1.98409, -2.88933)
C (1.09702, -2.72658, -1.15528)
C (0.63159, -1.71787, -0.15291)
N (0.17021, -0.49417, -0.74086)
C (-0.11178, 0.59528, 0.05947)
C (-0.11952, 0.55847, 1.47434)
C (-0.41929, 1.73114, 2.23454)
C (-0.55690, 2.92576, 1.62807)
C (-0.37319, 3.00780, 0.22845)
C (-0.14831, 1.86471, -0.54031)
C (-0.73564, -0.79562, -1.97745)
O (-1.40600, -1.86185, -1.76993)
O (-1.53218, 0.31337, -2.17876)
H (1.84560, -3.53364, -0.91262)
H (0.15548, -3.25150, -1.29291)
H (-0.19133, -2.23648, 0.42027)
H (1.38173, -1.38988, 0.71432)
H (-0.24891, -0.34279, 1.95496)
H (-0.52585, 1.61881, 3.26824)
H (-0.66430, 3.77036, 2.13205)
H (-0.69180, 3.91059, -0.21646)
H (0.09662, 1.96822, -1.60927)
H (-2.41049, -0.18569, -2.09175)

Properties
Total charge = -1
HOMO energy = -4.05 eV
LUMO energy = 3.27 eV
Relative energy (zero: lowest compared OMol25 entry of this formula, charge and spin) = 31.9 kcal per mole
Multiplicity = 1
SMILES string = O=C1SCCN(c2ccccc2)[C@@]1([O-])O
Total energy = -1065.71675 a.u.
Gap between HOMO and LUMO = 7.32 eV

Atom charges from the Mulliken analysis, given in e for atoms 1 to 6: number 1, O, carries -0.534; number 2, C, carries 0.225; number 3, S, carries -0.261; number 4, C, carries -0.849; number 5, C, carries -0.381; number 6, N, carries 0.187

Record 4
The molecule C10H10O2 at a distorted geometry, computed with the ωB97M-V functional and the def2-TZVPD basis.

Cartesian coordinates (Å):
O (-0.24518, 2.45098, 1.30668)
C (-0.62429, 1.29452, 1.10111)
C (-0.02503, 0.01623, 1.62323)
C (-1.33632, -0.67604, 1.50546)
C (-2.00973, -0.24923, 0.37305)
C (-1.26937, 0.85802, -0.23117)
C (-0.09244, 0.37698, -1.24173)
C (0.01645, -1.16401, -1.33785)
C (0.74813, -1.58232, -0.23067)
C (1.11902, -0.40101, 0.60797)
C (1.26936, 0.65061, -0.57076)
O (2.42341, 0.28993, -1.38406)
H (0.34808, 0.14048, 2.63605)
H (-1.69203, -1.43970, 2.17272)
H (-2.99162, -0.54917, 0.08683)
H (-1.89314, 1.65761, -0.64829)
H (-0.15214, 0.84745, -2.24347)
H (-0.37630, -1.80402, -2.11772)
H (0.90738, -2.62039, -0.01150)
H (2.04594, -0.60355, 1.12168)
H (1.42594, 1.72977, -0.30060)
H (2.40389, 0.77684, -2.21696)

Properties
HOMO energy = -9.18 eV
LUMO energy = 0.88 eV
Relative energy (zero: lowest compared OMol25 entry of this formula, charge and spin) = 88.4 kcal per mole
Multiplicity = 1
SMILES string = O=C1[C@H]2C=C[C@@H]1[C@@H]1C=C[C@H]2[C@H]1O
Total energy = -537.42624 a.u.
Gap between HOMO and LUMO = 10.06 eV

Atom charges from the Mulliken analysis, given in e for atoms 1 to 6: number 1, O, carries -0.614; number 2, C, carries -0.086; number 3, C, carries 0.059; number 4, C, carries -0.731; number 5, C, carries -0.822; number 6, C, carries 0.230

Record 5
The molecule C10H10O2 at a distorted geometry, computed with the ωB97M-V functional and the def2-TZVPD basis.

Cartesian coordinates (Å):
C (0.69721, -2.83564, 0.46246)
C (-0.24739, -2.04568, -0.02226)
C (-0.12591, -0.84331, -0.88486)
O (0.92211, -0.88286, -1.83441)
C (-1.62750, -0.57557, -1.88406)
O (-2.62135, -0.09066, -1.45100)
C (0.03596, 0.46032, -0.13441)
C (1.05306, 1.34511, -0.39335)
C (1.39176, 2.23208, 0.54503)
C (0.55542, 2.46611, 1.66015)
C (-0.71901, 1.85102, 1.62220)
C (-0.88897, 0.72225, 0.81359)
H (0.36722, -3.77810, 0.97722)
H (1.68951, -2.71436, 0.24698)
H (-1.32200, -2.05397, 0.41757)
H (0.90303, -1.77161, -2.23851)
H (-1.47885, -0.90903, -2.83719)
H (1.66699, 1.09903, -1.16877)
H (2.31287, 2.92646, 0.63211)
H (0.70789, 3.25260, 2.30545)
H (-1.45910, 1.99530, 2.43631)
H (-1.81293, 0.15052, 0.72977)

Properties
HOMO energy = -8.65 eV
LUMO energy = 0.63 eV
Relative energy (zero: lowest compared OMol25 entry of this formula, charge and spin) = 94.8 kcal per mole
Multiplicity = 1
SMILES string = C=C[C@@](O)(C=O)c1ccccc1
Total energy = -537.41603 a.u.
Gap between HOMO and LUMO = 9.28 eV

Atom charges from the Mulliken analysis, given in e for atoms 1 to 6: number 1, C, carries -0.860; number 2, C, carries -0.297; number 3, C, carries 0.592; number 4, O, carries -0.590; number 5, C, carries -0.148; number 6, O, carries -0.415

Record 6
The molecule C10H10O2S3 at a distorted geometry, computed with the ωB97M-V functional and the def2-TZVPD basis.

Cartesian coordinates (Å):
C (-3.98233, -0.64314, 0.25397)
C (-3.13564, -1.67687, -0.19959)
C (-3.49170, 0.59584, 0.63789)
C (-1.82822, -1.41364, -0.37723)
C (-2.13736, 0.86646, 0.46944)
C (-1.29713, -0.10972, -0.00654)
C (2.46434, -0.31785, -1.40795)
C (2.84988, 0.81155, 0.78470)
C (3.30596, -0.26470, -0.11113)
C (0.06094, 0.18068, -0.25040)
O (0.73788, 2.05082, 1.62140)
O (1.51320, 2.31636, -0.74040)
S (0.94784, -1.11302, -0.80213)
S (2.76094, -1.96867, 0.66313)
S (1.23670, 1.48440, 0.38678)
H (-5.01599, -0.85440, 0.23714)
H (-3.51835, -2.66967, -0.30934)
H (-4.18853, 1.38655, 0.94646)
H (-1.26757, -2.32163, -0.70645)
H (-1.65910, 1.80232, 0.86137)
H (2.21578, 0.67554, -2.01238)
H (2.82835, -1.06941, -2.13746)
H (2.93932, 0.67092, 1.77835)
H (3.32576, 1.77299, 0.52877)
H (4.33501, -0.19171, -0.10838)

Properties
HOMO energy (alpha / beta) = -7.79 / -7.88 eV
LUMO energy (alpha / beta) = -1.35 / -1.39 eV
Relative energy (zero: lowest compared OMol25 entry of this formula, charge and spin) = 0.0 kcal per mole
Multiplicity = 1
Total energy = -1731.95207 a.u.
Gap between HOMO and LUMO (alpha / beta) = 6.45 / 6.48 eV

Atom charges from the Mulliken analysis, given in e for atoms 1 to 6: number 1, C, carries -0.413; number 2, C, carries -0.693; number 3, C, carries -0.668; number 4, C, carries -0.547; number 5, C, carries -0.327; number 6, C, carries 1.035

Record 7
The molecule C10H10S at a distorted geometry, computed with the ωB97M-V functional and the def2-TZVPD basis.

Cartesian coordinates (Å):
C (1.25612, -0.93726, -3.22588)
C (1.58245, -2.10364, -2.64677)
C (0.65632, 0.05805, -2.48418)
C (1.38202, -2.37902, -1.29746)
C (0.57942, -0.22620, -1.17119)
C (0.88766, -1.34018, -0.48948)
C (0.17561, 0.72448, 2.50777)
C (-0.51694, -0.54325, 2.07657)
C (-0.95564, 0.68893, 1.47761)
C (-2.21825, 1.27461, 1.16160)
S (0.50839, -1.83714, 1.19168)
H (1.51491, -0.59157, -4.22047)
H (2.22236, -2.71772, -3.18816)
H (0.51935, 1.09531, -2.99174)
H (1.86971, -3.16488, -0.90094)
H (0.06664, 1.36776, 3.37204)
H (1.25541, 0.82314, 1.98853)
H (-0.87850, -1.23788, 2.75842)
H (-2.05740, 2.34156, 0.87296)
H (-2.83320, 1.43581, 2.09095)
H (-2.70163, 0.67490, 0.43927)

Properties
HOMO energy (alpha / beta) = -7.84 / -8.08 eV
LUMO energy (alpha / beta) = -0.02 / 0.01 eV
Relative energy (zero: lowest compared OMol25 entry of this formula, charge and spin) = 119.4 kcal per mole
Multiplicity = 1
Total energy = -784.98553 a.u.
Gap between HOMO and LUMO (alpha / beta) = 7.82 / 8.09 eV

Atom charges from the Mulliken analysis, given in e for atoms 1 to 6: number 1, C, carries -0.209; number 2, C, carries -0.619; number 3, C, carries -0.843; number 4, C, carries -0.713; number 5, C, carries 0.153; number 6, C, carries 0.882

Record 8
The molecule C10H11Cl2NOS at a distorted geometry, computed with the ωB97M-V functional and the def2-TZVPD basis.

Cartesian coordinates (Å):
Cl (-0.33240, -1.56522, -0.93204)
C (-0.72395, -0.06768, -0.17862)
O (-1.23452, -0.05321, 1.01359)
C (-1.29445, -1.13991, 1.90780)
C (-0.20509, -1.91926, 2.29193)
C (-0.44063, -2.98131, 3.12092)
C (-1.72273, -3.21831, 3.65794)
C (-2.79763, -2.47578, 3.27642)
C (-2.56159, -1.42323, 2.39325)
S (1.15651, 0.91697, -0.05460)
Cl (2.76960, 1.76951, 1.28391)
N (1.88676, 0.62028, -1.37037)
C (2.13850, 1.60897, -2.36662)
C (1.31276, 1.69452, -3.65861)
C (1.16344, 2.73775, -2.51480)
H (0.67006, -1.49993, 1.85446)
H (0.53273, -3.49115, 3.43704)
H (-1.87505, -4.05214, 4.42852)
H (-3.77410, -2.76699, 3.75550)
H (-3.45100, -0.88231, 2.17563)
H (0.51785, 2.26845, -0.15433)
H (3.17545, 1.76670, -2.31841)
H (0.25802, 1.27181, -3.74405)
H (1.86138, 2.01703, -4.51292)
H (1.52620, 3.74862, -2.70559)
H (0.28428, 2.77581, -1.92826)

Properties
HOMO energy (alpha / beta) = -8.95 / -8.95 eV
LUMO energy (alpha / beta) = -1.18 / -1.18 eV
Relative energy (zero: lowest compared OMol25 entry of this formula, charge and spin) = 42.7 kcal per mole
Multiplicity = 1
SMILES string = ClC(Oc1ccccc1)=[S@@H](Cl)=NC1CC1
Total energy = -1835.97371 a.u.
Gap between HOMO and LUMO (alpha / beta) = 7.77 / 7.77 eV

Atom charges from the Mulliken analysis, given in e for atoms 1 to 6: number 1, Cl, carries -0.056; number 2, C, carries 0.082; number 3, O, carries -0.239; number 4, C, carries 0.241; number 5, C, carries 0.100; number 6, C, carries -0.635

Record 9
The ion C10H11ClNO with charge +1 at a distorted geometry, computed with the ωB97M-V functional and the def2-TZVPD basis.

Cartesian coordinates (Å):
O (-4.13660, 0.27939, 0.34770)
C (-2.99001, 0.00853, -0.33178)
N (-2.35327, -1.32416, 0.11573)
C (-0.85643, -1.26284, -0.07846)
C (-0.49720, 0.20164, -0.27962)
C (0.88114, 0.63403, -0.07960)
C (1.27512, 1.99758, -0.07962)
C (2.58812, 2.34089, -0.13708)
C (3.55557, 1.36720, 0.08303)
C (3.24413, 0.06471, 0.18809)
C (1.89777, -0.32050, 0.06444)
C (-1.76280, 0.92824, -0.24025)
Cl (-2.04671, 2.55577, 0.03556)
H (-4.01709, 1.02742, 0.91842)
H (-3.37253, 0.00604, -1.32302)
H (-2.69215, -2.20422, -0.29600)
H (-2.68126, -1.55925, 1.00909)
H (-0.54588, -1.88748, -0.93318)
H (-0.50327, -1.64955, 0.84496)
H (0.40622, 2.62091, -0.12800)
H (2.79536, 3.34172, -0.14712)
H (4.54980, 1.59618, 0.15506)
H (4.14383, -0.50026, 0.34919)
H (1.53156, -1.28837, 0.10631)

Properties
Total charge = +1
HOMO energy = -12.06 eV
LUMO energy = -3.86 eV
Relative energy (zero: lowest compared OMol25 entry of this formula, charge and spin) = 19.8 kcal per mole
Multiplicity = 1
SMILES string = O[C@@H]1[NH2+]CC(c2ccccc2)=C1Cl
Total energy = -977.52665 a.u.
Gap between HOMO and LUMO = 8.19 eV

Atom charges from the Mulliken analysis, given in e for atoms 1 to 6: number 1, O, carries -0.478; number 2, C, carries -0.100; number 3, N, carries -0.086; number 4, C, carries -1.014; number 5, C, carries 0.255; number 6, C, carries 0.781

Which value of total energy does entry 1 give?
-496.48615 a.u.